Entry 1:
62
Properties=species:S:1:pos:R:3:forces:R:3:lowdin_spin:R:1 method="wB97M-V/def2-TZVPD" e_homo_ha="-0.0267 / -0.0386" relative_energy_kcal_mol=3.2 multiplicity=2 gap_ev="4.98 / 5.29" lumo_energy_ev="4.2 / 4.2" total_energy_ev=-137271.0878 total_charge=-2
Hg -0.8865 -0.8786 1.7713 0.19 -0.02 -0.08 0.355
O -1.9086 -2.4240 -0.8677 -0.01 -0.08 0.08 0.078
C -0.8183 -2.1769 -0.4054 0.03 0.23 -0.44 0.284
C 0.3896 -2.5929 -1.2457 -0.06 -0.06 0.32 0.057
C 0.2768 -3.8061 -1.9200 0.04 -0.04 0.03 0.013
C 1.3396 -4.3219 -2.6441 -0.03 0.02 0.01 0.003
C 2.5219 -3.6000 -2.7156 0.02 0.01 -0.01 0.003
C 2.6297 -2.3738 -2.0734 -0.01 -0.01 0.00 0.001
C 1.5781 -1.8543 -1.3183 0.02 0.06 -0.06 0.004
P 1.6126 -0.2056 -0.4774 -0.05 -0.17 0.00 0.000
C 3.2740 0.4057 -0.9535 -0.04 0.07 0.01 -0.001
C 4.3807 -0.1969 -0.3520 0.02 -0.02 0.03 0.001
C 5.6622 0.2753 -0.5793 -0.01 -0.01 -0.01 0.000
C 5.8613 1.3838 -1.3933 -0.01 0.00 0.00 0.000
C 4.7677 2.0107 -1.9690 0.01 0.02 0.00 0.000
C 3.4839 1.5259 -1.7511 0.00 -0.02 -0.01 0.000
C 0.4953 0.6569 -1.6559 0.01 0.03 0.03 0.000
C 0.5921 0.4963 -3.0401 -0.03 -0.01 -0.05 0.001
C -0.3246 1.0989 -3.8839 0.02 -0.03 0.00 0.000
C -1.3671 1.8523 -3.3501 -0.01 0.00 0.01 0.000
C -1.4778 2.0072 -1.9796 -0.01 0.04 -0.01 0.000
C -0.5407 1.4231 -1.1345 0.09 0.02 0.06 0.001
H -0.6659 -4.3358 -1.8583 0.00 0.00 0.00 0.002
H 1.2429 -5.2737 -3.1539 0.01 0.00 0.00 0.001
H 3.3634 -3.9804 -3.2837 -0.01 -0.01 0.00 0.000
H 3.5465 -1.8083 -2.1744 0.01 0.01 0.02 0.000
H 4.2301 -1.0350 0.3198 -0.01 0.02 0.01 0.000
H 6.5053 -0.2066 -0.0987 -0.01 0.01 0.00 0.000
H 6.8610 1.7679 -1.5581 0.00 0.00 0.00 0.000
H 4.9075 2.8929 -2.5826 0.01 0.00 0.00 0.000
H 2.6372 2.0360 -2.1914 0.00 0.00 -0.02 0.000
H 1.3828 -0.1195 -3.4550 0.00 0.00 0.00 0.000
H -0.2408 0.9653 -4.9565 0.00 0.00 0.00 0.000
H -2.1012 2.3026 -4.0086 0.00 0.00 0.00 0.000
H -2.3039 2.5571 -1.5492 0.00 -0.01 0.01 0.000
H -0.6219 1.5591 -0.0628 -0.05 -0.06 0.02 0.003
C -4.9120 -1.4126 -1.4008 0.01 0.04 0.01 0.001
As -4.3465 -0.8053 0.3505 -0.18 -0.01 0.17 0.005
C -4.0493 -2.3999 1.3867 0.02 0.02 -0.02 0.007
C -5.9643 -0.0912 1.1273 0.04 0.03 -0.03 0.000
O -3.1715 0.3419 0.2664 0.08 -0.04 -0.03 0.026
H -5.5652 -2.2802 -1.2991 0.00 0.00 -0.01 0.000
H -4.0263 -1.6730 -1.9740 0.03 -0.02 0.01 0.000
H -5.4533 -0.6009 -1.8865 0.02 0.00 -0.03 0.000
H -4.9464 -3.0155 1.2941 0.00 0.00 0.02 0.000
H -3.8949 -2.1113 2.4252 0.01 0.02 0.03 0.002
H -3.1815 -2.9281 1.0047 -0.02 0.01 -0.03 0.001
H -6.7519 -0.8458 1.1275 0.01 0.00 0.00 0.000
H -6.2755 0.7768 0.5464 0.00 0.01 0.02 0.000
H -5.7557 0.1992 2.1576 -0.01 -0.02 0.01 0.000
S -5.7437 -0.5360 5.0317 0.02 -0.04 -0.08 0.001
C -4.1568 -0.7595 4.5655 -0.01 0.04 0.14 0.002
N -3.0470 -0.9231 4.2454 -0.17 -0.05 -0.02 0.033
Te 1.8946 1.3180 2.6818 0.01 0.11 -0.14 0.088
C 2.1966 2.8758 4.0845 0.00 -0.12 0.04 0.012
C 2.0371 2.8709 5.4467 -0.02 0.02 0.00 0.004
C 2.3486 4.1097 6.0744 0.00 0.00 0.00 0.000
C 2.7494 5.0656 5.1892 -0.01 -0.01 0.03 0.004
S 2.7375 4.4360 3.5892 0.02 0.02 -0.02 0.004
H 1.6888 1.9953 5.9767 0.01 0.00 0.00 0.000
H 2.2706 4.2817 7.1409 0.00 0.00 0.00 0.000
H 3.0340 6.0850 5.3996 0.00 0.00 -0.02 0.000

Entry 2:
63
Properties=species:S:1:pos:R:3:forces:R:3:mulliken_charge:R:1 method="wB97M-V/def2-TZVPD" e_homo_ha=-0.0187 relative_energy_kcal_mol=0.0 gap_ev=4.89 lumo_energy_ev=4.4 total_energy_ev=-91355.2472 total_charge=-2
Pd -1.7985 0.1552 -1.4190 -0.03 -0.02 -0.10 -0.358
C 5.7101 1.3473 -2.9822 0.00 0.00 -0.01 -0.416
C 4.6141 2.1090 -3.3753 0.00 0.00 0.00 -0.602
C 3.3382 1.7528 -2.9739 0.02 -0.02 0.00 -0.335
C 3.1132 0.6409 -2.1512 -0.04 0.04 -0.03 0.141
C 4.2213 -0.1175 -1.7775 0.00 -0.02 0.00 -0.413
C 5.5045 0.2301 -2.1889 -0.01 0.00 0.00 -0.588
P 1.3413 0.2011 -1.8345 0.05 -0.02 0.04 0.140
C 1.5415 -1.0273 -0.4787 0.00 -0.03 -0.01 0.399
C 0.9361 -2.2680 -0.6491 0.00 0.00 -0.03 -0.716
C 1.0549 -3.2527 0.3238 0.01 0.00 0.02 -0.512
C 1.7801 -3.0036 1.4782 -0.01 0.00 -0.01 -0.387
C 2.3697 -1.7582 1.6689 0.01 0.00 0.01 -0.717
C 2.2417 -0.7763 0.6991 0.00 0.02 0.00 0.009
C 0.7526 1.6668 -0.9027 -0.02 0.00 -0.01 1.786
C 1.5792 2.6800 -0.4161 -0.01 -0.01 -0.01 0.043
C 1.0393 3.7676 0.2563 0.00 0.01 0.00 -0.693
C -0.3375 3.8261 0.4404 0.00 0.01 0.01 -0.637
C -1.1519 2.8024 -0.0245 0.01 0.00 0.00 -0.210
C -0.6485 1.6875 -0.7183 -0.01 0.03 0.09 -1.735
H 6.7101 1.6203 -3.2987 0.00 0.00 0.00 0.345
H 4.7557 2.9804 -4.0045 0.00 0.00 0.00 0.358
H 2.4880 2.3431 -3.2987 0.01 0.00 0.00 0.432
H 4.0841 -0.9935 -1.1562 0.00 0.00 0.00 0.304
H 6.3473 -0.3794 -1.8815 0.00 0.00 0.00 0.361
H 0.3299 -2.4400 -1.5315 0.00 -0.01 0.01 0.331
H 0.5567 -4.2050 0.1874 0.00 0.00 -0.01 0.383
H 1.8674 -3.7684 2.2424 0.00 0.00 0.00 0.340
H 2.9175 -1.5500 2.5822 0.00 0.00 0.00 0.342
H 2.6806 0.2036 0.8576 0.00 0.00 0.00 0.439
H 2.6527 2.6294 -0.5660 0.00 0.00 0.01 0.357
H 1.6840 4.5565 0.6292 0.00 0.00 0.00 0.375
H -0.7777 4.6728 0.9600 0.00 0.00 0.00 0.323
H -2.2191 2.8563 0.1619 0.00 0.00 0.00 0.343
O -4.4848 -2.7066 -7.1089 -0.02 0.01 0.01 -0.686
C -4.0095 -2.1888 -6.1144 0.04 -0.02 -0.01 0.574
S -4.0683 -2.8955 -4.5053 -0.01 0.01 0.00 -0.206
C -3.2049 -1.6232 -3.6401 -0.01 -0.01 0.00 0.116
C -2.7840 -0.5756 -4.3767 0.00 0.00 -0.01 0.030
S -1.9273 0.8236 -3.7956 -0.01 -0.03 0.01 -0.452
S -3.1634 -0.6490 -6.1006 -0.01 0.01 0.01 -0.214
S -2.9767 -1.8367 -1.9179 0.00 0.01 -0.01 -0.641
C -1.1267 -1.7837 3.6190 0.00 0.00 0.00 -1.968
C -1.3679 -0.5748 2.7310 0.01 0.00 0.00 1.767
C -0.4118 0.5549 3.1101 0.00 0.00 0.00 -1.684
O -1.0944 -0.9281 1.3735 -0.01 0.01 0.00 0.050
B -1.9231 -0.1638 0.5340 0.06 0.01 0.04 0.332
O -2.9146 0.4411 1.3353 0.00 0.00 -0.01 -0.404
C -2.8439 -0.1045 2.6517 -0.01 0.00 0.00 1.808
C -3.8346 -1.2653 2.7210 0.00 0.00 0.00 -2.058
C -3.2263 0.9717 3.6544 0.00 0.00 0.00 -1.911
H -0.0648 -2.0331 3.6020 0.00 0.00 0.00 0.451
H -1.6827 -2.6491 3.2610 0.00 0.00 0.00 0.360
H -1.4202 -1.5728 4.6522 0.00 0.00 0.00 0.321
H 0.6091 0.2068 2.9483 0.00 0.00 0.00 0.348
H -0.5239 0.8485 4.1577 0.00 0.00 0.00 0.354
H -0.5728 1.4250 2.4706 0.00 0.00 0.00 0.163
H -3.5565 -2.0439 2.0097 0.00 0.00 0.00 0.352
H -4.8207 -0.8933 2.4398 0.00 0.00 0.00 0.526
H -3.8903 -1.6958 3.7247 0.00 0.00 0.00 0.310
H -2.6323 1.8714 3.5015 0.00 0.00 0.00 0.350
H -3.0829 0.6198 4.6807 0.00 0.00 0.00 0.308
H -4.2785 1.2312 3.5227 0.00 0.00 0.00 0.468